# 1
DFT (ωB97M-V with the def2-TZVPD basis set) results for a molecular structure, C11H23CeClI2NP2S.

Properties
energy above the lowest of the compared OMol25 structures with the same formula, charge and spin = 0.0 kcal/mol
E_tot = -3098.87432 hartree
E_HOMO (spin up / spin down) = -13.67 / -13.67 eV
frontier orbital gap (spin up / spin down) = 7.2 / 7.2 eV
LUMO energy (spin up / spin down) = -6.5 / -6.5 eV

```
! RIJCOSX wB97M-V def2-TZVPD def2/J DEFGRID3
* xyz 2 2
Ce 0.693 -0.870 -0.373
H 2.616 -3.128 2.571
H 0.318 0.951 2.996
C -0.750 3.208 -0.867
P 1.048 -1.311 2.470
C -1.622 4.132 -0.299
H -3.276 -2.026 -3.531
C -1.441 0.295 -3.247
S 1.526 1.657 -0.833
C 0.362 2.774 -0.163
H -2.049 5.403 1.397
I 5.359 -3.434 -2.289
H -0.063 4.543 2.669
H -2.069 0.835 -2.531
H -0.513 0.870 -3.340
I 4.118 -5.773 -1.721
C 1.239 0.384 3.142
H -2.466 4.482 -0.880
H 1.385 3.008 1.629
H -0.216 -3.125 3.444
H 1.485 0.315 4.206
H 0.170 -1.908 4.708
P -1.067 -1.382 -2.612
H 2.028 0.926 2.597
N 0.537 3.277 1.116
H -0.763 -2.098 -4.955
C -1.401 4.649 0.976
C -0.125 -2.053 3.655
H -3.297 -1.676 -1.766
H 2.948 -1.955 3.900
C -2.726 -2.141 -2.582
C 2.664 -2.068 2.843
H 3.421 -1.599 2.197
C -0.206 -2.175 -4.010
H -1.113 -1.604 3.483
H -1.956 0.211 -4.215
H 0.784 -1.707 -4.117
H -2.626 -3.206 -2.341
Cl -1.694 -0.452 0.634
H -0.039 -3.228 -3.753
H -0.914 2.811 -1.878
C -0.308 4.187 1.670
*
```

Results of the Löwdin charge analysis, in e, for atoms 1 through 5: 0.420 0.056 0.038 -0.059 0.663

# 2
DFT (ωB97M-V with the def2-TZVPD basis set) results for a molecular structure, CH2LiOY.

Properties
E_tot = -159.91531 hartree
E_HOMO (spin up / spin down) = -9.85 / -9.70 eV
frontier orbital gap (spin up / spin down) = 5.6 / 3.1 eV
LUMO energy (spin up / spin down) = -4.3 / -6.6 eV

```
! RIJCOSX wB97M-V def2-TZVPD def2/J DEFGRID3
* xyz 1 2
Li 1.440 -0.868 -1.474
H -1.071 0.524 -0.192
C -0.306 0.115 0.486
H 0.014 0.005 -1.833
Y -0.771 0.768 2.820
O 0.694 -0.545 0.192
*
```

Results of the natural (NBO) charge analysis, in e, for atoms 1 through 5: 0.962 0.102 -0.100 -0.037 0.803

# 3
DFT (ωB97M-V with the def2-TZVPD basis set) results for a molecular structure, C17H17ClN6O2OsS.

Properties
energy above the lowest of the compared OMol25 structures with the same formula, charge and spin = 78.2 kcal/mol
E_tot = -2085.46693 hartree
E_HOMO (spin up / spin down) = -15.60 / -15.59 eV
frontier orbital gap (spin up / spin down) = 6.5 / 6.6 eV
LUMO energy (spin up / spin down) = -9.1 / -9.0 eV

```
! RIJCOSX wB97M-V def2-TZVPD def2/J DEFGRID3
* xyz 2 1
H -2.080 -3.016 -0.698
C 2.457 -3.185 2.101
N -0.453 1.254 0.772
C -0.518 2.438 1.285
H 2.199 -4.788 3.504
H -0.835 5.278 -0.580
H 0.253 4.396 1.451
C 2.321 0.130 -1.420
H -1.515 1.523 -4.833
Os -0.235 -0.960 -0.398
C 2.584 -1.272 0.480
O 3.755 -1.095 0.655
N 1.765 -0.619 -0.411
C -1.178 4.338 -0.158
N -2.175 -0.044 3.534
C -0.054 3.700 0.669
C -1.988 -1.995 -1.077
C 1.789 -2.317 1.248
H -2.002 0.299 -2.744
H -2.318 -1.027 3.367
H 0.804 3.498 0.027
Cl -3.270 -1.015 -0.381
O 3.477 0.401 -1.572
N -1.004 0.277 1.520
C -0.985 0.560 -3.000
H 0.849 2.152 -5.349
H -1.323 -3.263 1.590
C 1.712 -4.104 2.825
C -0.253 -3.252 1.758
S -1.336 2.438 2.832
N 0.460 -2.369 1.054
H -2.051 4.542 0.458
H -0.281 -4.807 3.227
H 3.533 -3.130 2.178
H -1.466 3.682 -0.976
C 1.242 0.550 -2.406
C 1.596 1.265 -3.541
N -0.027 0.186 -2.147
C -0.710 1.263 -4.162
H -2.650 0.372 4.320
H 2.633 1.529 -3.699
C -1.542 0.709 2.640
H -2.115 -2.014 -2.163
C 0.333 -4.119 2.668
C 0.602 1.611 -4.447
*
```

Results of the natural (NBO) charge analysis, in e, for atoms 1 through 5: 0.234 -0.166 -0.339 0.130 0.259

# 4
DFT (ωB97M-V with the def2-TZVPD basis set) results for 9 unconnected molecules or ions with the total composition C27H71NO13PS8.

Properties
E_tot = -5630.86016 hartree
E_HOMO (spin up / spin down) = -7.22 / -8.36 eV
frontier orbital gap (spin up / spin down) = 7.5 / 8.6 eV
LUMO energy (spin up / spin down) = 0.2 / 0.2 eV

```
! RIJCOSX wB97M-V def2-TZVPD def2/J DEFGRID3
* xyz 0 2
O 1.769 0.046 -1.786
O -1.142 -4.361 1.413
H -1.734 1.844 0.952
H -7.655 1.049 -2.715
H 1.403 -4.905 -1.177
H 6.332 -2.504 -1.650
C 0.116 -0.202 -6.661
N -1.261 -3.544 0.444
H -1.954 4.815 4.410
C -3.799 6.828 5.021
C 0.767 -1.479 0.273
H 0.226 -5.743 -0.140
H -2.131 -2.304 2.964
H -2.838 0.741 -4.181
H 6.157 -3.266 -3.272
H 1.442 -2.623 -1.384
H -3.186 7.344 5.759
C -2.471 -1.491 -0.316
H 2.459 -2.206 4.163
O 1.965 1.058 0.558
H -0.220 -1.079 -7.213
H 5.548 4.838 1.912
H 1.439 -3.226 3.099
S -4.075 1.985 0.685
H -2.247 3.510 0.584
H -8.704 0.015 0.018
H 6.740 -0.356 6.726
H -3.342 -2.086 -0.603
H -7.715 -0.454 -3.684
C -4.818 -1.217 -4.119
H 0.407 -2.671 -5.186
C 2.364 -2.646 3.167
C -2.662 -2.280 2.009
H -6.064 3.200 1.086
C 0.723 -4.791 -0.325
H -1.831 -3.398 -2.197
H -0.324 -4.103 -2.804
H -5.193 -2.227 -4.272
H -0.048 -1.312 -4.126
H -4.025 5.810 5.337
H 1.145 0.039 -2.532
C -0.417 -1.444 1.276
H -9.041 -0.084 -2.556
C -1.021 -4.090 -1.957
C 7.081 -0.753 5.770
H 8.181 4.298 0.309
C 5.104 0.728 4.700
H 5.062 -1.189 -4.146
O -5.629 -0.590 -1.671
S 5.657 -0.971 4.695
H 4.208 0.759 4.081
C -0.271 -3.694 -0.685
H -7.347 1.158 -0.260
H 3.192 -3.348 3.042
H -3.699 0.940 -2.612
H -0.830 0.586 -1.328
H 3.428 -1.180 1.970
H -2.848 -0.533 0.055
H -7.120 -0.239 0.816
H -1.459 -5.086 -1.852
C -5.008 3.403 1.252
O 4.664 -1.753 5.483
H 7.794 -0.079 5.295
S -3.315 -1.362 -3.146
H -4.720 7.383 4.851
C 2.406 -1.542 2.127
H -4.578 -0.756 -5.077
H 8.663 2.795 1.136
H -0.660 0.140 -5.977
O -4.394 0.864 1.618
H -0.928 5.556 3.150
O -3.746 5.901 2.556
S 6.328 2.870 0.823
H 1.547 -2.148 -3.934
C -7.970 0.005 -2.731
H -0.684 -0.419 1.559
S 1.571 -0.632 -5.699
H -3.350 -1.431 2.012
O 3.306 -3.295 -3.387
O -0.325 0.891 -0.562
H -0.991 6.288 4.774
H 7.925 4.120 2.081
O -2.308 -2.021 -4.029
H -4.811 3.557 2.311
H 4.331 4.106 0.824
H -1.970 0.516 -2.640
O 1.854 0.547 -4.818
S -7.069 -0.892 -1.457
C 0.783 -1.812 -4.629
H 0.401 0.591 -7.350
H 4.873 1.032 5.721
O 5.999 2.084 2.041
C -2.467 2.617 1.169
S -2.928 6.767 3.452
P 1.138 0.231 -0.323
C 7.940 3.608 1.118
C -7.623 0.118 -0.081
C -1.559 5.750 4.015
H 5.637 -4.139 -1.801
H 7.530 -1.734 5.908
C -1.700 -2.168 0.829
C 4.520 -0.950 -3.230
O 1.973 -2.001 0.838
H 5.860 1.362 4.238
H 1.306 -4.534 0.561
H -4.702 4.287 0.693
C 5.730 -3.164 -2.274
C 0.477 -2.365 -0.941
H -0.058 -1.798 -1.711
H 3.603 -0.417 -3.471
H -0.076 -1.940 2.186
H 5.667 5.062 0.129
S 4.078 -2.477 -2.404
H -5.548 -0.626 -3.568
H 1.821 -0.671 2.433
H 5.126 -0.347 -2.553
C 5.377 4.387 0.935
C -2.924 0.394 -3.151
H -2.484 2.850 2.234
H -3.235 -3.206 1.931
H -1.896 -1.327 -1.226
*
```

Results of the Löwdin charge analysis, in e, for atoms 1 through 5: -0.127 -0.020 0.016 0.066 0.093

# 5
DFT (ωB97M-V with the def2-TZVPD basis set) results for a molecular structure, C5H8N2O3.

Properties
energy above the lowest of the compared OMol25 structures with the same formula, charge and spin = 100.2 kcal/mol
E_tot = -530.41757 hartree
E_HOMO = -9.74 eV
frontier orbital gap = 10.3 eV
LUMO energy = 0.5 eV

```
! RIJCOSX wB97M-V def2-TZVPD def2/J DEFGRID3
* xyz 0 1
H 3.674 -2.936 -0.431
C 0.466 -3.233 0.006
O 4.384 -1.055 0.042
H 4.020 -0.230 -0.311
C 3.350 -1.993 0.038
H 0.620 -3.071 1.076
N 1.127 -2.346 -0.904
H -0.761 0.917 -1.493
C -0.810 -1.021 0.001
N -0.936 -0.402 1.023
O -1.534 0.870 -0.921
H -1.410 0.968 0.288
H 0.359 -4.267 -0.326
H 3.022 -2.237 1.065
H -0.897 -2.464 -1.610
C 2.145 -1.457 -0.707
C -0.287 -2.166 -0.754
O 2.131 -0.323 -1.150
*
```

Results of the natural (NBO) charge analysis, in e, for atoms 1 through 5: 0.199 -0.192 -0.704 0.493 -0.154

# 6
DFT (ωB97M-V with the def2-TZVPD basis set) results for a molecular structure, C32H62Br17ClO8.

Properties
E_tot = -46076.61193 hartree
E_HOMO = -8.44 eV
frontier orbital gap = 8.7 eV
LUMO energy = 0.2 eV

```
! RIJCOSX wB97M-V def2-TZVPD def2/J DEFGRID3
* xyz 0 1
H 0.635 -1.544 3.931
H 5.509 -2.712 -3.249
H -1.943 -4.772 -8.847
C -0.155 -2.218 -1.802
H 9.834 -1.503 -1.112
C 0.182 4.357 2.512
C 1.436 3.476 2.494
H -0.004 -5.142 -7.603
C 4.841 -1.982 -2.806
Br 8.087 -2.115 -4.472
H 1.209 -4.593 -9.836
H -2.577 4.012 -0.755
C 1.486 2.399 3.596
C -3.835 0.423 3.691
H 3.481 1.168 6.188
C -4.036 2.835 -5.811
Br -2.342 0.211 9.993
H 0.790 -3.200 -8.816
Br 2.517 3.840 5.388
H -5.031 -0.341 2.045
Br 3.610 -2.003 -5.395
C -2.836 -4.183 -9.027
H -1.116 -4.190 1.532
C 0.904 0.572 -0.220
H -4.772 6.124 -0.424
Br 3.674 0.320 0.548
H -3.729 4.406 -2.048
C 9.300 -2.076 -1.867
Br -2.767 5.366 -5.374
C -1.610 -2.803 3.934
C -4.191 1.033 0.072
C 1.070 -5.014 -7.713
H 2.236 2.688 4.343
H 0.745 -0.025 4.836
Br -3.943 2.238 -3.965
H -4.939 3.432 -5.893
H -1.044 -1.893 9.760
Br 7.933 -3.067 -0.902
O 1.896 1.117 3.120
C -3.372 -1.019 3.965
C -4.621 0.624 2.387
H 0.318 5.164 1.783
C -3.245 4.775 -1.146
C 3.711 3.233 6.797
O -1.165 -4.511 2.449
H 0.100 -2.647 -0.822
Br -2.338 -3.214 -6.371
O -0.586 -3.408 3.152
H 0.690 -2.397 -2.471
Br 1.896 1.422 8.082
H -4.044 -1.737 3.480
H 1.372 1.543 -0.374
H 3.509 3.853 7.665
C -1.060 -0.989 9.159
O -1.527 -0.305 -1.553
H -4.043 -4.723 -7.340
C -3.558 -3.840 -7.750
O 1.382 -0.719 1.856
C 1.821 -0.371 0.582
Br 1.789 -6.805 -7.965
H -5.460 1.320 2.556
H -1.050 -2.721 -2.180
H 9.968 -2.809 -2.308
O -3.749 1.148 1.407
C 0.859 0.251 2.733
Br 3.481 -2.985 -1.847
H -1.891 3.110 -5.892
C -1.105 3.586 2.186
C 8.707 -1.153 -2.899
H -4.834 0.155 -0.081
H -3.308 0.912 -0.565
H 4.988 -0.352 -4.182
H -0.992 2.997 1.266
H 4.719 3.424 6.436
C 3.533 1.768 7.091
C -4.275 5.203 -0.136
H 0.529 2.331 4.137
H 4.342 1.406 7.722
H 2.323 4.114 2.594
H -3.400 -1.197 5.045
H 0.069 4.813 3.507
H -1.944 4.273 2.040
H 1.529 2.974 1.524
H 3.387 -0.504 -3.422
H -1.284 -2.820 4.981
H -1.365 2.898 2.998
H -0.066 0.694 0.275
H 9.459 -0.455 -3.261
H -1.679 -0.356 7.183
Br 3.238 -3.540 -8.858
C 1.381 -4.112 -8.878
H 1.920 -1.313 0.039
H -5.013 4.417 0.004
H -4.292 -3.054 -7.894
C -1.947 -1.352 3.527
H -3.494 -4.722 -9.704
H 5.372 -1.420 -2.040
C -1.402 -1.259 7.719
H -2.788 3.770 -7.276
C 0.297 -0.502 3.957
H -4.132 1.938 -6.419
Br -2.896 -2.497 7.549
C -2.805 3.608 -6.201
C 4.236 -1.051 -3.820
H 1.483 -4.639 -6.782
O 0.663 0.041 -1.540
H -2.987 1.114 3.700
H -2.517 -3.400 3.806
H -0.567 -1.738 7.212
C -0.438 -0.762 -1.623
H 0.032 0.819 2.278
H -4.490 0.720 4.519
H -0.096 -0.493 9.227
Br -2.271 -2.591 -9.990
H 7.857 -0.600 -2.511
Cl -1.897 -1.282 1.700
H -4.733 1.940 -0.244
O -1.113 -0.404 4.129
Br -3.501 5.519 1.621
Br -2.124 6.252 -1.726
*
```

Results of the Löwdin charge analysis, in e, for atoms 1 through 5: 0.134 -0.004 0.031 0.013 0.058